Arrangement 1

Entry from OMol25: an isolated molecule of C7H8S (ωB97M-V with the def2-TZVPD basis set).

Computed properties:
SMILES: C=CC1=CS[C@H]2C[C@@H]12
Kohn-Sham gap (eV): 8.59

```
! RIJCOSX wB97M-V def2-TZVPD def2/J DEFGRID3
* xyz 0 1
S -2.419 -0.993 -0.172
C -1.807 0.662 -0.320
C -0.798 -1.535 0.066
C 1.521 -0.969 0.135
C 0.134 -0.647 -0.189
C -0.383 0.700 -0.493
C -1.036 1.244 0.725
C 2.568 -0.132 -0.196
H 0.057 1.278 -1.330
H 1.635 -2.000 0.528
H 2.405 0.909 -0.834
H -1.143 0.774 1.689
H 3.531 -0.505 -0.024
H -0.704 -2.578 0.566
H -2.370 1.457 -0.908
H -1.189 2.335 0.757
*
```

Atomic partial charges in e from the natural (NBO) method, atoms 1 to 2: S 0.301; C -0.375

Arrangement 2

Entry from OMol25: an isolated molecule of C7H8S (ωB97M-V with the def2-TZVPD basis set).

Computed properties:
SMILES: C#CC(C)(C#C)CS
Kohn-Sham gap (eV): 9.83

```
! RIJCOSX wB97M-V def2-TZVPD def2/J DEFGRID3
* xyz 0 1
S -0.800 0.393 -2.711
C 0.053 -0.091 -0.094
C 1.013 -0.917 0.836
C -1.106 -0.663 0.281
C -2.112 -0.779 1.169
C 0.501 -0.196 -1.511
C 2.002 -1.206 1.511
C 0.144 1.427 0.519
H 0.685 -1.210 -1.739
H -0.535 1.308 1.553
H 1.423 0.620 -1.767
H -2.994 -0.795 1.684
H -0.353 2.155 -0.332
H 2.664 -1.410 2.316
H 1.377 1.634 0.674
H -1.963 -0.270 -2.388
*
```

Atomic partial charges in e from the natural (NBO) method, atoms 1 to 2: S -0.079; C -0.291

Relative to the most stable one, in kcal/mol, the structures come out at arrangement 1 0.0; arrangement 2 106.4.

Arrangement 1

Entry from OMol25: a cluster of 2 separate species, C7H8S in total (ωB97M-V with the def2-TZVPD basis set).

Computed properties:
Kohn-Sham gap (alpha / beta) (eV): 9.02 / 5.34

```
! RIJCOSX wB97M-V def2-TZVPD def2/J DEFGRID3
* xyz 0 1
S -3.487 -1.829 0.768
C 0.747 -0.445 -1.340
C 1.081 0.665 0.725
C 0.011 0.761 -1.329
C -0.550 -0.493 -0.631
C 0.381 1.699 -0.173
C 1.550 -0.561 0.044
C 0.195 -0.665 0.701
H -0.159 -1.355 1.434
H -0.333 1.133 -2.246
H 1.636 1.044 1.626
H 2.443 -1.192 0.087
H 1.079 2.601 -0.393
H -1.630 -0.853 -0.821
H -2.531 -2.641 1.125
H -0.434 2.132 0.424
*
```

Atomic partial charges in e from the natural (NBO) method, atoms 1 to 2: S -0.094; C 0.077

Arrangement 2

Entry from OMol25: an isolated molecule of C7H8S (ωB97M-V with the def2-TZVPD basis set).

Computed properties:
SMILES: C=C1C=CSC(C)=C1
Kohn-Sham gap (eV): 8.23

```
! RIJCOSX wB97M-V def2-TZVPD def2/J DEFGRID3
* xyz 0 1
S 1.304 1.062 -0.021
C -1.436 1.044 0.016
C -2.740 -0.997 -0.046
C -0.274 -1.143 0.054
C -1.525 -0.405 0.025
C -0.302 1.764 -0.022
C 0.973 -0.644 0.019
C 2.167 -1.530 -0.002
H -2.368 1.577 0.170
H -0.385 -2.236 0.020
H 1.820 -2.574 -0.027
H -0.276 2.867 0.059
H -2.776 -2.090 -0.099
H 2.814 -1.316 0.869
H 2.768 -1.316 -0.870
H -3.637 -0.439 -0.047
*
```

Atomic partial charges in e from the natural (NBO) method, atoms 1 to 2: S 0.336; C -0.220

Relative to the most stable one, in kcal/mol, the structures come out at arrangement 1 144.8; arrangement 2 0.0.

Arrangement 1

Entry from OMol25: a cluster of 2 separate species, C5H13NO3 in total (ωB97M-V with the def2-TZVPD basis set).

Computed properties:
SMILES: NCCCCC(=O)O.O
Kohn-Sham gap (eV): 9.71

```
! RIJCOSX wB97M-V def2-TZVPD def2/J DEFGRID3
* xyz 0 1
O 2.285 -0.187 2.905
O 0.423 1.237 1.522
O -1.584 1.644 0.734
N -0.353 -1.175 0.761
C -0.240 1.297 0.561
C -0.959 -0.808 -1.519
C -0.210 -1.711 -0.563
C -0.205 0.449 -1.946
C 0.381 1.286 -0.797
H 0.107 -1.684 1.508
H 1.574 0.260 2.433
H -0.892 1.139 -2.607
H -1.786 -0.418 -0.994
H -1.452 -1.188 -2.447
H -1.766 1.414 1.722
H 0.669 0.095 -2.532
H 2.869 0.483 3.204
H 0.954 -1.503 -0.684
H -0.412 -2.875 -0.718
H -1.238 -0.797 0.947
H 1.251 0.656 -0.475
H 0.586 2.388 -1.016
*
```

Atomic partial charges in e from the natural (NBO) method, atoms 1 to 2: O -0.973; O -0.642

Arrangement 2

Entry from OMol25: a cluster of 3 separate species, C5H13NO3 in total (ωB97M-V with the def2-TZVPD basis set).

Computed properties:
SMILES: O=CN1CCCC1.O.O
Kohn-Sham gap (eV): 10.16

```
! RIJCOSX wB97M-V def2-TZVPD def2/J DEFGRID3
* xyz 0 1
O -0.189 -2.728 -0.979
O 2.054 1.741 1.955
O -0.340 -3.056 1.773
N -0.108 -0.497 -1.053
C 0.731 0.716 -1.301
C 0.393 -1.730 -1.412
C -0.065 1.749 -0.376
C -1.405 1.157 -0.049
C -1.219 -0.364 -0.102
H 0.476 1.789 0.592
H -0.858 -0.841 0.806
H -1.673 1.354 1.017
H 1.743 0.671 -0.850
H -0.413 -2.878 0.806
H -2.316 1.579 -0.510
H 1.489 0.984 1.767
H 1.484 2.469 1.695
H 0.596 1.067 -2.324
H -2.113 -0.904 -0.449
H 1.327 -1.712 -1.960
H 0.603 -3.253 1.834
H -0.199 2.687 -0.881
*
```

Atomic partial charges in e from the natural (NBO) method, atoms 1 to 2: O -0.657; O -0.909

Relative to the most stable one, in kcal/mol, the structures come out at arrangement 1 12.0; arrangement 2 0.0.